1.
Formula: C51H50F3N4O9PS
Source: the Open Molecules 2025 dataset
Level of theory: wB97M-V/def2-TZVPD

```
119
Properties=species:S:1:pos:R:3:forces:R:3
C 3.201463 -2.364903 3.255507 -0.4 0.2 0.0
C 2.512629 -1.258210 2.992940 0.3 -0.2 -0.2
C 2.828872 -0.268534 1.889430 -0.8 -0.4 0.0
C 1.629764 0.630936 1.683444 0.6 -0.1 -0.4
C 0.586105 0.090246 0.933850 0.0 0.0 -0.3
N 0.765219 -1.240517 0.390161 -0.7 0.0 0.5
C 0.197210 -2.117683 1.020195 0.5 0.2 0.2
O -0.278643 -2.963670 1.657318 -0.1 -0.3 -0.3
C -0.584787 0.801626 0.711566 0.2 -0.1 0.0
C -0.680555 2.065647 1.284902 -0.5 0.0 -0.3
C 0.332193 2.627479 2.040987 0.4 0.3 0.4
C 0.104528 3.981284 2.659409 -0.1 -0.3 0.1
O 0.506011 4.995275 1.749705 -0.4 -0.1 0.0
C -0.337117 6.131004 1.675462 0.3 0.7 -0.4
C -0.909162 6.358121 0.266468 -0.7 -0.1 0.0
C -2.457582 6.314204 0.188677 0.2 0.3 -0.3
C 1.526114 1.912108 2.240227 -0.6 0.1 0.3
P 2.982631 2.476864 3.200421 1.5 -0.2 -0.7
C 3.114133 4.305436 3.265819 -0.4 0.0 0.7
C 2.776945 1.827396 4.906345 -0.7 -0.2 -0.2
S -2.212256 2.918755 1.023217 -0.1 0.1 0.0
C -3.307378 1.535521 1.253410 0.6 0.2 -0.2
C -4.483868 1.656735 1.983183 -0.3 0.5 0.1
C -4.846717 2.962216 2.655202 0.4 -0.2 0.5
C -4.246662 3.031032 4.058559 0.0 0.2 0.3
C -5.182619 3.289807 5.220016 0.3 0.0 -0.1
N -3.001069 2.866469 4.219237 0.0 -0.2 -0.2
C -5.282398 0.531806 2.101918 0.3 -0.4 0.0
N -6.500969 0.556783 2.876850 -0.2 0.4 -0.5
C -7.411493 1.292096 2.532220 0.5 0.2 0.4
O -8.257624 2.044619 2.282905 -0.4 -0.2 0.0
C -4.911002 -0.687509 1.527414 -0.3 -0.4 0.2
C -5.840062 -1.869008 1.735951 0.1 0.8 0.1
C -5.772336 -2.435673 3.162705 -0.5 -0.7 -0.4
C -4.855072 -3.629337 3.255581 0.3 0.3 0.4
F -5.112420 -4.557831 2.312548 0.1 0.1 0.1
F -3.557166 -3.258131 3.119229 -0.2 -0.3 -0.1
F -4.960034 -4.249465 4.453594 0.0 0.1 -0.3
C -3.724880 -0.790688 0.812782 0.4 -0.2 -0.4
C -3.252680 -2.070209 0.156068 0.0 0.5 0.4
C -2.912106 0.341355 0.670423 -0.4 0.0 0.4
N -1.673181 0.264644 -0.043925 -0.2 0.1 0.1
C -1.762124 0.819044 -1.415083 0.4 -0.2 -1.3
C -0.865837 -0.007907 -2.301855 0.5 0.3 -0.2
C 0.443053 0.240923 -2.418392 -0.1 0.0 -0.1
H 3.059884 -2.807837 4.230906 -0.2 -0.5 -0.3
H 3.841056 -2.841090 2.522048 0.6 0.3 0.2
H 1.623391 -1.064116 3.587973 0.4 0.5 0.5
H 3.712841 0.305330 2.151880 0.0 0.1 0.0
H 3.022968 -0.824414 0.971136 0.2 0.1 -0.1
H 0.653151 4.064374 3.597969 0.1 0.0 0.0
H -0.954317 4.053003 2.913493 0.0 0.2 -0.1
H 0.266457 7.009832 1.924197 0.1 -0.1 0.2
H -1.150105 6.107466 2.404099 0.0 -0.3 0.1
H -0.515216 5.612237 -0.421815 0.3 0.0 0.1
H -0.593943 7.333086 -0.100646 0.2 0.0 0.0
H -2.792682 5.528495 -0.484295 -0.1 -0.2 0.2
H -2.845700 7.243717 -0.229882 0.0 0.1 0.1
H -2.917588 6.195652 1.168475 0.0 -0.2 0.0
H 4.127505 4.527116 3.599450 0.1 -0.1 -0.1
H 2.979392 4.725071 2.273509 -0.1 0.0 0.0
H 2.448675 4.794321 3.977718 -0.1 0.1 -0.1
H 1.740139 1.832233 5.247818 0.0 0.2 0.2
H 3.430487 2.332256 5.613059 0.0 0.2 0.0
H 3.075126 0.779649 4.869072 0.1 0.0 0.0
H -4.430549 3.795306 2.090857 -0.1 0.1 -0.1
H -5.917648 3.114090 2.741295 -0.1 0.0 -0.2
H -5.580587 2.336594 5.571447 -0.3 0.0 -0.1
H -4.609297 3.715265 6.041830 -0.1 0.1 0.1
H -5.994118 3.968680 4.967036 -0.1 -0.1 0.0
H -2.758455 2.928743 5.207349 0.0 0.1 0.0
H -5.650867 -2.625446 0.986198 -0.1 -0.2 0.1
H -6.852676 -1.504698 1.575836 -0.1 -0.1 0.0
H -6.759916 -2.810473 3.436985 0.0 0.0 0.1
H -5.499163 -1.695259 3.908148 0.2 0.0 0.0
H -4.009764 -2.843716 0.134945 0.0 0.0 -0.2
H -2.894544 -1.832039 -0.841440 0.0 -0.2 -0.1
H -2.415757 -2.454301 0.730087 0.1 -0.2 0.0
H -1.425435 1.856606 -1.469792 -0.2 0.1 0.2
H -2.788584 0.728144 -1.766197 -0.2 0.2 0.2
H -1.278971 -0.839347 -2.867084 0.0 -0.7 1.0
H 0.860409 1.242731 -2.427782 0.0 0.0 1.1
H 1.153315 -0.573856 -2.508825 0.0 0.0 -1.1
C 4.109656 0.083524 -5.256072 0.0 0.0 0.0
C 4.563020 -0.507999 -6.357733 0.0 0.0 0.0
C 3.972298 -0.213018 -7.685601 0.0 0.0 0.0
O 4.384737 -0.754263 -8.691245 0.0 0.1 0.3
C 2.858689 0.764599 -7.742849 0.0 0.0 0.0
C 2.404606 1.356536 -6.641745 0.0 0.0 0.0
C 2.995197 1.063709 -5.311259 0.0 0.0 0.0
O 2.583630 1.602959 -4.308413 0.0 0.0 0.0
H 4.523742 -0.115597 -4.275873 0.0 0.0 0.0
H 5.374090 -1.224838 -6.341829 0.0 0.0 0.0
H 2.444593 0.961977 -8.723393 0.0 0.0 0.0
H 1.592677 2.072170 -6.658288 0.0 0.0 0.0
C 1.965389 -7.250117 5.381058 0.0 0.0 0.0
C 2.317124 -6.019279 5.742068 0.0 0.0 0.0
C 1.462857 -4.850888 5.416521 -0.1 0.0 0.0
O 1.782140 -3.726173 5.740472 0.0 -0.1 0.2
C 0.203470 -5.103927 4.673845 0.0 0.0 0.0
C -0.148274 -6.334872 4.312459 0.0 0.0 0.0
C 0.703930 -7.505529 4.638341 0.0 0.0 0.0
O 0.385894 -8.628518 4.312323 0.0 0.0 0.0
H 2.571643 -8.118158 5.606631 0.0 0.0 0.0
H 3.231004 -5.809913 6.283518 0.0 0.0 0.0
H -0.401517 -4.235601 4.444551 0.0 0.0 0.0
H -1.061392 -6.541973 3.769134 0.0 0.0 0.0
C 6.907801 -2.289668 -10.755632 0.0 0.0 0.0
C 5.635049 -2.044491 -11.057353 0.1 0.0 -0.2
C 4.919063 -2.860819 -12.070108 0.0 0.0 0.0
O 3.759980 -2.642873 -12.351729 0.0 0.0 0.0
C 5.673864 -3.957560 -12.729758 0.0 0.0 0.0
C 6.945653 -4.199098 -12.425124 0.0 0.0 0.0
C 7.663050 -3.383582 -11.411838 0.0 0.0 0.0
O 8.822480 -3.607718 -11.134837 0.0 0.0 0.0
H 7.450391 -1.708173 -10.020954 0.0 0.0 0.0
H 5.070733 -1.253175 -10.586402 0.0 -0.1 -0.1
H 5.130919 -4.539407 -13.463878 0.0 0.0 0.0
H 7.515780 -4.991826 -12.892712 0.0 0.0 0.0
```
Forces are in eV/Å.

For the maximum force, the calculation gives 1.69 eV/Å. The total energy is -3908.53908 a.u. The calculation puts the molar mass at 983.01 g/mol.

=====

2.
Formula: C5H8O
Source: the Open Molecules 2025 dataset
Level of theory: wB97M-V/def2-TZVPD

```
14
Properties=species:S:1:pos:R:3:forces:R:3
C 0.288998 -0.984276 -0.667708 0.1 0.1 0.0
C -1.103095 -0.605867 -0.115755 -0.1 0.0 0.0
C -0.885769 0.782611 0.434394 -0.1 0.0 0.0
O 0.279107 0.753306 1.265084 0.1 -0.1 0.1
C 0.225718 1.538120 -0.151904 -0.2 0.3 0.0
C 1.313254 -0.197430 0.118976 0.2 -0.4 0.0
H 0.356165 -0.707105 -1.721588 0.0 0.0 0.1
H 0.472865 -2.060133 -0.559878 0.0 0.2 0.0
H -1.872591 -0.630272 -0.894166 0.1 0.0 0.1
H -1.409672 -1.281091 0.691653 0.0 0.1 -0.1
H -1.702918 1.294178 0.940306 0.1 0.0 -0.1
H 0.203347 2.602022 0.119648 0.0 -0.2 0.0
H 2.132540 0.228235 -0.452512 -0.2 0.0 0.1
H 1.702049 -0.732293 0.993451 -0.1 0.1 -0.1
```
Forces are in eV/Å.

For the maximum force, the calculation gives 0.40 eV/Å. The total energy is -270.34672 a.u. The calculation puts the molar mass at 84.12 g/mol.

=====

3.
Formula: C6H11ClSi2
Source: the Open Molecules 2025 dataset
Level of theory: wB97M-V/def2-TZVPD

```
20
Properties=species:S:1:pos:R:3:forces:R:3
C -2.050125 0.589236 1.907178 -2.2 1.3 -1.2
C -0.607735 -2.185791 -1.090910 -2.5 0.0 2.3
C 0.033416 2.633306 -0.897417 1.2 2.1 -1.9
C -0.762290 0.395011 1.891789 2.9 -0.7 -2.7
C 0.272559 -1.332225 -1.499302 1.7 1.7 0.5
C 0.952115 1.696762 -1.093528 1.2 -0.4 -1.0
Si 2.554214 -0.752579 0.888654 -0.3 1.6 0.9
Si 0.749406 0.093941 -0.272758 -1.9 -1.7 1.7
Cl 4.150302 0.333199 0.227520 0.8 0.2 -0.4
H -2.707599 1.084920 2.665935 1.0 -0.9 0.1
H -2.650751 0.533070 0.945628 0.9 -0.2 1.0
H -0.935269 -3.055529 -1.587100 0.0 -1.0 -0.7
H -1.185652 -1.946125 -0.173919 0.3 -0.4 -0.5
H 0.214211 3.576009 -1.534369 -0.9 -1.2 1.3
H -0.806492 2.538843 -0.215727 0.2 0.1 -0.1
H 0.091774 0.405405 2.576940 -1.0 0.3 0.3
H 0.813479 -1.624801 -2.380500 0.5 0.5 -0.5
H 1.825665 1.740765 -1.861795 -1.7 0.5 1.4
H 2.660636 -0.602527 2.353721 -0.4 0.2 0.1
H 2.683171 -2.126997 0.742767 0.3 -2.0 -0.6
```
Forces are in eV/Å.

For the maximum force, the calculation gives 4.00 eV/Å. The total energy is -1274.24759 a.u. The calculation puts the molar mass at 174.78 g/mol.

=====

4.
Formula: C9H12N5O
Source: the Open Molecules 2025 dataset
Level of theory: wB97M-V/def2-TZVPD

```
27
Properties=species:S:1:pos:R:3:forces:R:3
C -0.841246 -0.077032 -1.185848 0.5 -1.2 -1.5
C 1.485140 -0.914365 1.523283 -4.2 -1.2 0.5
C 0.972938 0.598287 -0.646439 1.3 2.8 0.7
C 3.245889 -0.166144 0.188855 -1.1 0.3 -1.5
C -1.509648 -0.559169 -0.164019 1.4 -1.8 0.7
C 2.792819 -0.655204 1.364899 3.0 -0.4 1.0
C -2.699577 -0.265086 0.325842 -1.9 2.3 -1.5
C -2.929011 -0.421013 1.766892 -3.3 -2.1 -1.4
C -3.542596 0.587066 -0.718572 0.8 -2.7 -0.1
N 0.152646 0.201467 -1.821119 -0.8 0.2 0.9
N 0.340330 -1.186900 1.588928 2.6 0.4 0.5
N 0.723078 1.387763 0.284423 0.2 -0.1 0.9
N 2.276311 0.249984 -0.787149 3.4 -1.3 -1.1
N 2.855299 0.392494 -2.081503 -1.0 -0.7 -0.4
O 4.521852 -0.212783 -0.206010 -1.4 0.3 0.7
H -0.582622 -1.090388 0.574573 -1.3 0.4 -0.6
H 3.468911 -1.104335 2.109712 -0.2 0.5 -0.5
H -3.144760 0.494493 2.224499 0.0 1.6 0.7
H -2.124617 -0.953714 2.162738 1.1 -0.6 1.1
H -3.923774 -0.999432 1.918823 1.6 0.7 -0.2
H -3.296424 0.243742 -1.780063 -0.4 0.4 1.6
H -3.074918 1.524075 -0.565285 -0.1 1.5 0.0
H -4.612121 0.574619 -0.592220 -0.2 0.3 0.3
H -0.153229 1.630276 0.707861 -0.6 0.0 -0.6
H 2.245877 1.081185 -2.556439 0.9 -0.6 -0.1
H 2.753788 -0.540822 -2.540140 0.1 1.2 0.0
H 4.599664 0.180937 -1.096522 -0.2 0.1 0.0
```
Forces are in eV/Å.

For the maximum force, the calculation gives 4.43 eV/Å. The total energy is -698.69122 a.u. As for the total charge: +1. The calculation puts the molar mass at 206.23 g/mol.

=====

We obtain gap between HOMO and LUMO values of 0.2150 0.3244 0.3177 0.2754 hartree for the records listed above, in that order.
We obtain highest occupied orbital energy values of -7.56 -7.68 -8.40 -12.62 eV for the records listed above, in that order.